No. 1
The following is a quantum chemistry calculation of a molecular structure, C23H28N5O3Sc, from the Open Molecules 2025 dataset.

Geometry as XYZ:
```
60
Properties=species:S:1:pos:R:3:lowdin_charge:R:1
Sc -0.4618 1.1253 -0.7744 1.013
C 0.0118 -2.2959 0.0665 -0.060
N -0.6253 -1.4889 -0.9856 -0.243
C -0.2248 -1.9511 -2.3160 -0.097
C -2.0643 -1.5313 -0.7776 -0.215
C -2.8451 -2.5022 -1.3822 -0.035
C -4.2133 -2.5658 -1.1650 -0.099
C -4.7992 -1.6369 -0.3216 -0.092
C -4.0329 -0.6695 0.3045 -0.028
C -2.6458 -0.5947 0.1084 -0.227
N -1.8179 0.3858 0.6463 -0.039
C -2.2274 1.2098 1.6907 -0.229
C -2.9800 0.7427 2.7726 -0.046
C -3.3585 1.5653 3.8201 -0.099
C -2.9681 2.8915 3.8244 -0.104
C -2.1517 3.3556 2.8016 -0.044
C -1.7429 2.5375 1.7543 -0.189
N -0.7418 2.9861 0.8102 -0.268
C 0.0260 4.1345 1.2869 -0.131
C -1.2233 3.1997 -0.6112 -0.191
H -0.4171 -3.3032 0.0992 0.098
H -0.1434 -1.8139 1.0323 0.092
H 1.0857 -2.3862 -0.1127 0.073
H -0.3369 -3.0346 -2.4355 0.088
H 0.8299 -1.7150 -2.4766 0.065
H -0.8006 -1.4174 -3.0660 0.084
H -2.3836 -3.2180 -2.0500 0.104
H -4.8063 -3.3246 -1.6574 0.096
H -5.8689 -1.6520 -0.1529 0.101
H -4.5110 0.0697 0.9301 0.105
H -3.2689 -0.3001 2.7797 0.112
H -3.9499 1.1607 4.6318 0.099
H -3.2664 3.5583 4.6224 0.096
H -1.8157 4.3818 2.8367 0.096
H -0.5681 5.0545 1.2916 0.090
H 0.8654 4.2959 0.6091 0.078
H 0.4100 3.9670 2.2967 0.090
H -2.2117 3.6610 -0.6273 0.050
H -1.3950 1.6141 -3.0385 -0.022
H -0.4996 3.8766 -1.0759 0.036
O -0.8563 0.8997 -2.6823 -0.366
O 4.2237 -3.6047 -3.5902 -0.029
C 4.9312 -3.3155 -2.4073 -0.244
N 4.2326 -2.1882 -1.8330 0.096
C 4.6058 -1.6987 -0.6309 -0.447
O 5.5056 -2.1941 0.0237 0.081
C 3.8444 -0.5117 -0.1159 -0.092
C 4.4090 0.2429 0.9059 0.024
C 3.7077 1.3180 1.4173 -0.015
C 2.4475 1.5944 0.9113 -0.089
N 1.8933 0.8659 -0.0596 0.029
C 2.5844 -0.1599 -0.5636 -0.075
H 4.6660 -4.3206 -4.0546 0.095
H 5.9751 -3.0545 -2.6119 0.134
H 4.9122 -4.1435 -1.6945 0.132
H 3.6363 -1.6720 -2.4589 0.138
H 5.3831 -0.0415 1.2815 0.129
H 4.1152 1.9307 2.2085 0.115
H 1.8440 2.4007 1.3060 0.090
H 2.0773 -0.7196 -1.3416 0.087
```

Its orbital gap is 0.231 hartree. Its LUMO energy is -0.39 eV. The relative energy (zero: lowest compared OMol25 entry of this formula, charge and spin) is 25.1 kJ/mol. Its HOMO energy is -6.67 eV. As for the charge: 0. For the molar mass, the calculation gives 467.5 g mol⁻¹.

=====

No. 2
The following is a quantum chemistry calculation of a molecular structure, C23H28N5O4ReS at a distorted geometry, from the Open Molecules 2025 dataset.

Geometry as XYZ:
```
62
Properties=species:S:1:pos:R:3:lowdin_charge:R:1
Re -0.8143 -0.0720 -0.3057 1.719
N -2.1752 3.8724 6.3983 0.154
C -1.7453 2.9975 5.4638 -0.285
C -1.7574 1.6102 5.7281 0.001
C -1.3402 0.7141 4.7825 -0.041
C -0.8872 1.1948 3.5482 -0.333
C -0.8552 2.5591 3.2634 -0.046
C -1.2769 3.4522 4.2173 -0.005
S -0.4264 0.0312 2.3980 0.687
O 0.5185 -0.9241 2.8927 -0.243
O 0.1853 0.8445 1.2116 -0.455
N -1.7972 -0.6482 1.9651 -0.069
C -2.3283 -1.6256 1.1893 -0.429
N -2.1371 -1.5589 -0.1669 -0.069
C -2.6567 -2.5133 -0.9856 -0.051
C -3.4088 -3.5049 -0.4568 0.000
C -3.6056 -3.4785 0.9402 -0.035
N -3.0851 -2.5691 1.7426 0.181
H -2.5230 3.5558 7.2857 0.117
H -2.1778 4.8611 6.2235 0.116
H -2.0981 1.2561 6.6930 0.126
H -1.3546 -0.3486 4.9907 0.129
H -0.4906 2.9156 2.3099 0.111
H -1.2440 4.5152 4.0151 0.123
H -2.4468 -2.4189 -2.0405 0.119
H -3.8419 -4.2737 -1.0789 0.126
H -4.2056 -4.2442 1.4203 0.135
C -3.8474 2.5187 -1.2105 -0.028
C -2.3489 2.3446 -1.2613 -0.462
C -1.5822 3.5978 -0.9011 -0.025
O -2.0012 1.3196 -0.2910 -0.300
H -4.1410 3.2600 -1.9541 0.102
H -4.1562 2.8674 -0.2247 0.097
H -4.3674 1.5860 -1.4332 0.087
H -2.0453 1.9990 -2.2527 0.126
H -1.9663 4.0237 0.0268 0.093
H -1.7034 4.3301 -1.6992 0.102
H -0.5167 3.3898 -0.7849 0.084
C 1.7158 -4.0278 0.8074 0.022
N 2.3579 -2.7131 0.8336 -0.132
C 3.7483 -2.6667 1.2999 0.014
C 1.7384 -1.6273 0.4963 -0.247
O 0.5320 -1.6148 0.0884 -0.207
H 2.3490 -4.7172 0.2529 0.109
H 0.7446 -3.9581 0.3317 0.088
H 1.6007 -4.3877 1.8288 0.113
H 4.3858 -3.2178 0.6120 0.107
H 3.8071 -3.1222 2.2863 0.110
H 4.0856 -1.6361 1.3634 0.101
H 2.3043 -0.7028 0.5803 0.158
C -0.4658 -0.0966 -2.0531 -0.085
C -0.2191 -0.0991 -3.4370 -0.293
C 1.0037 0.3978 -3.9237 -0.012
C 1.2533 0.3692 -5.2788 -0.037
C 0.2933 -0.1430 -6.1477 -0.016
C -0.9255 -0.6268 -5.6746 -0.038
C -1.1873 -0.6078 -4.3228 -0.023
H 1.7332 0.7973 -3.2303 0.124
H 2.1903 0.7462 -5.6648 0.123
H 0.4948 -0.1617 -7.2109 0.125
H -1.6629 -1.0125 -6.3651 0.123
H -2.1355 -0.9633 -3.9378 0.112
```

Its orbital gap is 0.191 hartree. Its LUMO energy is -7.76 eV. The relative energy (zero: lowest compared OMol25 entry of this formula, charge and spin) is 0.0 kJ/mol. Its HOMO energy is -12.96 eV. As for the charge: +2. For the molar mass, the calculation gives 656.8 g mol⁻¹.

=====

No. 3
The following is a quantum chemistry calculation of a molecular structure, C23H28N7O8P2RuS at a distorted geometry, from the Open Molecules 2025 dataset.

Geometry as XYZ:
```
70
Properties=species:S:1:pos:R:3:lowdin_charge:R:1
Ru 9.6266 8.6702 12.3603 1.450
N 13.4556 8.4943 14.4039 0.105
C 13.9256 7.3845 15.1156 -0.044
C 13.0051 7.2661 16.1664 -0.142
N 12.1539 8.2802 16.1355 0.083
C 12.3204 8.9433 15.0611 -0.316
C 11.7138 10.2037 14.5534 -0.269
N 10.9109 10.3603 13.5262 0.031
C 10.5565 11.7133 13.5318 -0.104
C 11.1240 12.3267 14.5664 -0.089
N 11.8425 11.3755 15.2155 0.121
H 13.7501 8.8202 13.5002 0.128
H 14.8309 6.8202 14.9391 0.106
H 12.9242 6.6213 16.9946 0.089
H 9.8688 12.0432 12.7541 0.090
H 11.0318 13.4226 14.8239 0.148
H 12.3246 11.5688 16.0592 0.156
C 12.1010 9.3010 7.9132 -0.045
C 12.5821 7.8422 8.1897 -0.207
N 12.5930 7.6183 9.6283 -0.137
C 13.8090 7.8882 10.3118 -0.289
C 14.5436 6.5950 10.6011 -0.087
C 11.4102 7.1706 10.1916 -0.696
S 11.4149 7.0585 11.9118 0.649
N 10.4779 6.9046 9.3076 0.102
C 9.1610 6.9396 9.6468 -0.351
O 8.8315 7.5691 10.6994 -0.196
C 8.1320 6.5283 8.6189 -0.099
C 8.6849 5.9453 7.4265 -0.007
C 7.7932 5.8155 6.3471 -0.093
C 6.4184 6.0642 6.4736 -0.060
C 5.9333 6.5776 7.7223 -0.058
C 6.7526 6.7441 8.7960 -0.010
H 12.2837 9.5202 6.8682 0.071
H 12.5319 9.9322 8.6465 0.061
H 10.9954 9.2911 8.0420 0.066
H 13.5922 7.7181 7.7640 0.116
H 12.0117 7.0793 7.6434 0.107
H 13.6637 8.4722 11.1826 0.064
H 14.4180 8.5489 9.7082 0.121
H 13.8834 5.7951 10.9682 0.057
H 15.3689 6.7318 11.3920 0.099
H 14.9429 6.1634 9.6793 0.071
H 9.7465 5.7269 7.3021 0.102
H 8.1395 5.4200 5.3901 0.097
H 5.7771 5.9711 5.5825 0.106
H 4.9233 6.8362 7.6208 0.088
H 6.4005 7.1531 9.6891 0.071
O 9.2547 11.1910 8.5393 -0.127
P 8.8657 11.0629 10.1252 0.221
O 8.6865 12.3918 10.7787 -0.302
O 9.9240 10.1965 10.7711 -0.400
O 7.4937 10.2395 10.1042 -0.239
P 6.6948 9.8162 11.4053 0.170
O 6.0403 11.2168 11.7741 -0.115
O 5.6473 8.7779 11.2431 -0.269
O 7.7546 9.5006 12.4342 -0.427
H 9.1062 12.1246 8.2973 0.084
H 6.6976 11.9483 11.6603 0.072
C 6.3717 6.5603 15.7104 -0.052
C 6.1958 6.4610 14.3579 -0.039
C 7.2558 6.8364 13.5422 -0.132
N 8.4785 7.1813 13.9882 -0.021
C 8.6482 7.2033 15.3534 -0.129
C 7.6236 6.9687 16.2052 -0.071
H 5.5220 6.3321 16.2996 0.099
H 5.3164 6.0368 13.9071 0.115
H 7.1864 6.8500 12.4666 0.087
H 9.6681 7.5396 15.6955 0.104
H 7.7678 7.0722 17.2953 0.116
```

Its orbital gap (alpha / beta) is 0.297 / 0.266 hartree. Its LUMO energy (alpha / beta) is 0.02 / -1.52 eV. The spin multiplicity is 6. The relative energy (zero: lowest compared OMol25 entry of this formula, charge and spin) is 149.4 kJ/mol. Its HOMO energy (alpha / beta) is -8.06 / -8.76 eV. As for the charge: 0. For the molar mass, the calculation gives 725.6 g mol⁻¹.

=====

No. 4
The following is a quantum chemistry calculation of a molecular structure, C23H29CdGeN3OS2Si, from the Open Molecules 2025 dataset.

Geometry as XYZ:
```
61
Properties=species:S:1:pos:R:3:lowdin_charge:R:1
Cd -1.0144 0.8099 -0.4115 0.916
O 3.3674 0.6525 0.5771 -0.600
S 1.9660 1.0777 1.0003 0.705
N 0.8600 0.0040 0.7393 -0.592
C -4.7335 -2.5234 -3.8636 -0.128
C -5.6747 -1.8121 -3.1347 -0.127
C -5.2842 -1.0731 -2.0270 -0.141
C -3.9515 -1.0151 -1.6138 -0.367
C -3.0167 -1.7364 -2.3711 -0.118
C -3.4015 -2.4822 -3.4751 -0.106
Si -3.3660 -0.0436 -0.0734 0.533
C -3.3437 -1.3884 1.2940 -0.359
C -2.1504 -1.7331 1.9355 -0.119
C -2.1182 -2.7192 2.9144 -0.104
C -3.2772 -3.3875 3.2763 -0.128
C -4.4746 -3.0668 2.6422 -0.127
C -4.4973 -2.0858 1.6668 -0.133
H -5.0353 -3.1001 -4.7309 0.085
H -6.7183 -1.8324 -3.4322 0.085
H -6.0346 -0.5212 -1.4692 0.079
H -1.9690 -1.7003 -2.0903 0.061
H -2.6521 -3.0270 -4.0386 0.092
H -4.6274 0.7057 0.2774 -0.079
H -1.2185 -1.2419 1.6508 0.054
H -1.1739 -2.9679 3.3855 0.096
H -3.2504 -4.1589 4.0378 0.083
H -5.3885 -3.5880 2.9084 0.084
H -5.4382 -1.8547 1.1747 0.087
N 2.3064 3.7724 0.5557 -0.038
C 1.8103 2.6375 -0.2336 -1.055
S 0.1097 3.0280 -0.7138 0.302
N 2.7366 2.3511 -1.2902 -0.029
C 3.2799 3.2641 -2.1513 -0.277
C 2.6734 4.4955 -2.4436 -0.048
C 3.2445 5.3558 -3.3619 -0.121
C 4.4291 5.0395 -4.0223 -0.154
C 5.0393 3.8240 -3.7322 -0.134
C 4.4807 2.9547 -2.8134 -0.039
H 1.6122 3.9780 1.2656 0.026
H 3.1594 3.4796 1.0301 0.053
H 3.3510 1.5889 -0.9839 0.061
H 1.7546 4.7578 -1.9397 0.053
H 2.7491 6.2995 -3.5663 0.087
H 4.8636 5.7220 -4.7432 0.073
H 5.9657 3.5476 -4.2252 0.084
H 4.9724 2.0147 -2.5902 0.093
C 1.1519 -2.5427 -2.9203 -0.248
Ge 1.7639 -0.8359 -2.1273 0.710
C 3.7286 -1.0514 -2.0492 -0.235
C 1.3915 0.4524 -3.5674 -0.237
C 0.6445 -0.6805 -0.5691 -0.600
H 1.6163 -2.6850 -3.9012 0.002
H 0.0678 -2.5336 -3.0560 -0.014
H 1.4152 -3.3902 -2.2850 0.005
H 4.0480 -1.7823 -2.7956 -0.003
H 4.0404 -1.3690 -1.0555 0.003
H 4.2170 -0.1051 -2.2772 -0.021
H 2.0114 0.2192 -4.4384 0.005
H 1.5837 1.4787 -3.2601 -0.018
H 0.3412 0.3666 -3.8519 0.003
H 0.3850 -1.7170 -0.3282 -0.022
```

Its orbital gap is 0.181 hartree. Its LUMO energy is 4.63 eV. Its HOMO energy is -0.30 eV. As for the charge: -2. For the molar mass, the calculation gives 640.7 g mol⁻¹.